#A
C22H22N2O3 | ωB97M-V/def2-TZVPD

Each line ends with the Löwdin charge.
Cartesian coordinates (Å):
H (1.46, -2.40, -1.41)  0.11
C (0.69, -1.62, 1.75)  -0.18
O (2.65, 2.20, -1.71)  0.06
O (-1.97, 1.44, -2.24)  -0.05
H (4.97, 0.56, -2.83)  0.09
C (0.73, -1.62, -1.58)  -0.04
C (1.86, -2.40, 1.77)  -0.04
C (0.22, 0.68, -2.04)  0.07
H (-2.03, 2.67, 2.45)  0.07
H (-0.25, 1.63, 1.33)  0.12
H (-0.94, -2.92, -1.36)  0.11
C (-1.56, -0.92, -1.77)  -0.02
H (4.18, 0.00, 1.28)  0.10
C (2.09, 0.35, 1.36)  -0.03
C (-1.14, 0.38, -2.02)  -0.26
C (-2.87, 2.00, 2.62)  -0.03
H (-2.68, -1.81, 2.05)  0.12
H (-3.82, 2.21, -2.33)  0.14
N (2.53, -0.07, -1.85)  0.12
C (-1.70, -1.38, 1.92)  -0.02
H (-3.74, 0.22, 1.75)  0.14
C (-3.36, 1.24, -2.11)  -0.09
C (-2.86, 0.85, 1.61)  -0.31
H (-0.68, -3.23, 2.10)  0.11
H (-2.80, 1.60, 3.63)  0.09
H (-3.74, 0.50, -2.82)  0.14
H (0.53, 1.70, -2.22)  0.12
H (5.04, 0.27, -1.09)  0.07
C (1.16, -0.32, -1.82)  -0.22
C (-3.75, 0.81, -0.68)  -0.49
H (-3.80, 2.56, 2.52)  0.08
C (-0.36, 0.57, 1.51)  0.02
H (-2.61, -1.18, -1.73)  0.11
H (3.99, -2.43, 1.62)  0.10
C (0.80, -0.22, 1.54)  -0.16
H (1.77, -3.47, 1.93)  0.11
H (5.17, 1.92, -1.72)  0.09
C (3.19, 1.13, -1.79)  -0.53
C (3.09, -1.82, 1.60)  -0.08
C (-0.59, -2.17, 1.94)  -0.03
C (-1.60, 0.01, 1.70)  -0.17
C (4.69, 0.96, -1.86)  0.00
H (-2.18, 1.93, -0.07)  0.14
N (-2.96, 1.36, 0.25)  0.12
C (3.20, -0.44, 1.40)  -0.09
O (-4.67, 0.06, -0.45)  0.07
H (3.10, -0.90, -1.81)  0.14
H (2.17, 1.41, 1.20)  0.12
C (-0.61, -1.91, -1.55)  -0.07

Output
Kohn-Sham gap in eV: 8.674
Structure (SMILES): CC(=O)Nc1cccc(OCC(=O)N[C@H](C)c2ccc3ccccc3c2)c1
E_HOMO in eV: -8.27
Charge: 0

---

#B
C22H22N2O3 | ωB97M-V/def2-TZVPD

Each line ends with the Löwdin charge.
Cartesian coordinates (Å):
C (0.95, 0.79, -3.09)  -0.13
H (-3.63, 2.23, 0.74)  0.09
C (-2.56, 2.07, 0.71)  -0.02
H (1.07, -0.37, 2.12)  0.10
H (-0.12, 3.61, -4.68)  0.12
H (1.85, -1.60, 0.47)  0.10
H (1.17, 1.12, 0.63)  0.11
H (2.92, -4.11, 4.12)  0.05
H (-0.93, -3.21, 0.31)  0.15
H (-0.10, -0.03, 3.32)  0.12
C (0.14, 1.51, 0.57)  0.01
C (-0.28, -2.24, 0.48)  -0.13
C (-0.42, -2.96, 2.83)  -0.24
H (-4.52, 0.33, 1.80)  0.07
C (-2.07, 1.03, 1.50)  -0.17
H (1.42, -3.39, 0.63)  0.11
C (2.47, -0.11, -1.62)  -0.32
H (1.95, 4.46, -3.40)  0.07
C (-1.78, 2.76, -0.24)  -0.08
C (0.59, 2.97, -4.11)  -0.04
C (0.00, -0.33, 2.28)  -0.07
C (1.72, 3.45, -3.31)  -0.07
O (3.41, -0.09, -0.79)  0.06
C (0.26, 1.61, -4.00)  0.00
H (2.58, -2.73, -1.17)  0.13
C (1.52, -2.48, -1.20)  -0.14
O (-0.37, -1.19, -3.04)  0.08
H (0.98, -3.27, -1.78)  0.16
H (-1.05, -2.66, 3.64)  0.11
C (1.91, -3.76, 3.79)  0.09
C (0.84, -3.34, 3.46)  -0.14
H (-2.17, 3.57, -0.81)  0.09
N (1.57, -1.14, -1.81)  0.07
C (0.70, -0.60, -2.76)  -0.34
H (-0.56, 1.27, -4.67)  0.13
H (-0.66, -1.45, -0.20)  0.11
C (2.52, 2.56, -2.58)  0.00
H (-0.88, -3.85, 2.37)  0.13
H (0.18, 3.20, -0.86)  0.09
N (-0.33, -1.82, 1.94)  -0.15
C (-0.45, 2.52, -0.30)  -0.08
C (1.24, -2.44, 0.23)  -0.18
C (-0.69, 0.70, 1.40)  -0.14
C (2.09, 1.17, -2.42)  -0.03
H (-4.34, 1.85, 2.79)  0.10
C (-4.14, 0.77, 2.66)  -0.13
O (-2.81, 0.38, 2.55)  -0.10
H (-4.69, 0.31, 3.55)  0.11
H (3.48, 2.92, -2.06)  0.14

Output
Kohn-Sham gap in eV: 7.269
Structure (SMILES): C#CCN(CCCN1C(=O)c2ccccc2C1=O)Cc1ccccc1OC
E_HOMO in eV: -7.72
Charge: 0

---

Stability check: which of them is least stable? #B.

---

#A
C5H4NO2S | ωB97M-V/def2-TZVPD

Each line ends with the Löwdin charge.
Cartesian coordinates (Å):
C (0.61, 1.27, -1.23)  -0.19
O (-1.65, -1.21, -2.30)  -0.20
C (1.17, 0.71, -0.10)  -0.16
H (1.20, -1.31, 0.96)  0.11
S (-2.43, 2.72, 0.28)  0.66
C (-0.35, 0.64, -2.08)  -0.14
H (1.89, 1.15, 0.45)  0.04
O (-2.16, 1.41, 1.03)  -0.70
H (1.07, 2.16, -1.64)  0.05
C (-0.29, -1.09, -0.45)  -0.08
N (-0.77, -0.55, -1.68)  -0.35
C (0.70, -0.53, 0.30)  -0.15
H (-0.68, -2.11, -0.31)  0.11

Output
Kohn-Sham gap (spin up / spin down) in eV: 4.456 / 4.529
E_HOMO (spin up / spin down) in eV: -2.87 / -2.93
Charge: -1

---

#B
C5H4NO2S | ωB97M-V/def2-TZVPD

Each line ends with the Löwdin charge.
Cartesian coordinates (Å):
N (-1.67, -0.47, 2.21)  -0.17
C (-1.39, 0.44, 1.32)  -0.25
C (0.50, -0.41, -0.26)  -0.16
C (1.62, -0.96, 0.42)  -0.21
H (0.61, -0.47, -1.34)  0.07
H (2.28, -1.54, -0.24)  0.10
C (-0.63, 0.27, 0.13)  -0.13
C (2.15, -0.68, 1.61)  -0.37
O (-2.51, -0.19, 3.13)  -0.24
H (-1.10, 0.79, -0.70)  0.08
H (-1.98, 1.38, 1.33)  0.09
O (3.31, 0.31, 3.66)  -0.66
S (2.35, -0.73, 3.19)  0.83

Output
Kohn-Sham gap (spin up / spin down) in eV: 6.659 / 6.656
E_HOMO (spin up / spin down) in eV: -3.48 / -3.47
Charge: -1

---

Stability check: which of them is least stable? #A.

---

#A
C8H14N | ωB97M-V/def2-TZVPD

Each line ends with the Löwdin charge.
Cartesian coordinates (Å):
H (-2.98, -0.08, 0.27)  0.09
C (-0.02, -0.30, 0.19)  -0.46
C (-2.28, 0.46, -0.36)  -0.08
C (-0.33, -1.47, 1.11)  0.03
H (-1.32, -1.29, -1.08)  0.12
H (0.95, 2.95, 0.16)  0.15
C (1.83, 0.88, 0.05)  0.02
H (-3.00, 0.79, -1.09)  0.07
N (1.41, -0.38, -0.24)  -0.08
H (2.83, 1.24, 0.27)  0.16
C (0.13, 1.00, 0.93)  0.04
H (0.46, -1.36, 1.77)  0.08
H (1.42, -2.31, -1.05)  0.15
H (3.09, -1.42, -0.48)  0.09
H (-1.37, -1.36, 1.44)  0.12
H (0.23, 2.02, -0.99)  0.11
H (-0.58, 0.10, -1.85)  0.12
H (-2.10, 1.53, 0.05)  0.12
C (0.69, 1.90, -0.04)  -0.12
H (0.07, 1.09, 2.01)  0.16
C (-1.08, -0.24, -0.96)  -0.14
C (2.06, -1.48, -0.62)  0.20
H (-0.12, -2.28, 0.51)  0.06

Output
Kohn-Sham gap in eV: 8.471
E_HOMO in eV: -13.09
Charge: +1

---

#B
C8H14N | ωB97M-V/def2-TZVPD

Each line ends with the Löwdin charge.
Cartesian coordinates (Å):
C (-1.18, 0.06, 0.60)  -0.05
H (2.67, -2.86, -0.57)  0.13
H (-1.29, -0.84, 1.23)  0.13
C (1.79, 2.29, -0.63)  0.17
H (-3.85, 0.16, 0.75)  0.12
H (2.26, -0.53, 1.38)  0.15
H (1.95, 3.30, -0.89)  0.05
C (-2.02, 0.49, -0.53)  -0.30
H (0.97, -0.64, -1.28)  0.11
C (-1.46, 1.44, 0.61)  -0.10
H (-4.09, 0.91, -0.93)  0.13
H (-1.44, 0.49, -1.48)  0.15
H (-2.21, 1.81, 1.33)  0.13
C (2.97, -1.96, 0.07)  0.01
H (3.40, -1.33, -0.71)  0.10
H (3.63, -2.39, 0.79)  0.08
C (1.15, -0.18, -0.35)  -0.12
N (1.86, -1.08, 0.66)  0.02
H (-3.62, -0.90, -0.76)  0.07
C (1.48, 1.15, -0.54)  -0.19
C (-3.46, 0.10, -0.34)  -0.08
H (1.07, -1.59, 1.14)  0.18
H (-0.56, 2.10, 0.45)  0.11

Output
Kohn-Sham gap (spin up / spin down) in eV: 8.008 / 8.004
E_HOMO (spin up / spin down) in eV: -12.23 / -12.23
Charge: +1

---

Stability check: which of them is least stable? #B.

---

#A
C4H10N4O | ωB97M-V/def2-TZVPD

Each line ends with the Löwdin charge.
Cartesian coordinates (Å):
C (-2.75, 0.93, -1.80)  -0.11
N (-1.56, 0.96, -0.87)  -0.08
H (0.49, 1.82, 1.12)  0.14
N (0.08, 0.03, -0.07)  -0.21
H (-2.92, 1.91, -2.41)  0.07
C (0.67, 1.23, 0.06)  -0.08
H (1.72, 0.89, -0.02)  0.09
C (1.95, -0.76, 1.93)  -0.07
H (0.17, 1.65, -0.92)  0.12
H (1.72, -2.70, 0.65)  0.21
H (-2.76, -0.16, -2.35)  0.11
N (-1.00, -0.04, -0.61)  -0.06
H (2.82, -0.17, 1.82)  0.04
H (-3.79, 1.01, -1.15)  0.09
C (0.66, -1.19, -0.28)  -0.63
H (0.90, -0.31, 2.34)  0.12
H (1.94, -1.57, 2.83)  0.11
N (1.60, -1.55, 0.61)  0.01
O (0.07, -1.99, -0.88)  0.11

Output
Kohn-Sham gap in eV: 9.024
Structure (SMILES): C/N=N/N(C)C(=O)NC
E_HOMO in eV: -8.29
Charge: 0

---

#B
C4H10N4O | ωB97M-V/def2-TZVPD

Each line ends with the Löwdin charge.
Cartesian coordinates (Å):
H (-2.66, 1.85, 0.24)  0.07
H (1.59, -2.28, 0.19)  0.09
C (1.24, 0.46, -0.30)  -0.54
N (0.80, -2.27, -0.45)  0.07
N (0.42, -0.96, -0.87)  -0.05
H (-1.59, 1.43, 1.55)  0.07
H (-1.23, 2.85, 0.55)  0.07
N (-1.67, -1.17, 0.42)  0.16
H (1.09, -2.84, -1.25)  0.10
H (0.54, -0.80, -1.87)  0.16
H (0.81, 0.10, 1.67)  0.09
C (-0.77, 0.97, -0.39)  -0.20
O (1.98, 1.00, -1.10)  0.01
N (1.58, 0.25, 1.04)  0.13
C (-0.92, -0.45, -0.32)  -0.40
H (-0.63, 1.37, -1.39)  0.11
C (-1.60, 1.82, 0.53)  -0.10
H (-1.36, -2.14, 0.44)  0.04
H (2.38, 0.81, 1.32)  0.10

Output
Kohn-Sham gap in eV: 8.241
E_HOMO in eV: -7.63
Charge: 0

---

#C
C4H10N4O | ωB97M-V/def2-TZVPD

Each line ends with the Löwdin charge.
Cartesian coordinates (Å):
H (-2.77, -1.81, 1.02)  0.11
H (1.40, 1.08, -0.08)  0.05
C (-1.20, -0.29, 0.68)  -0.44
O (-0.09, -0.07, 1.07)  0.08
C (-2.24, -1.25, 0.25)  0.01
N (4.16, 0.19, -1.25)  0.07
C (-3.36, 1.15, 0.62)  -0.04
H (1.64, -1.08, 0.27)  0.05
H (2.55, 1.97, -0.98)  0.09
H (3.09, -1.89, -0.08)  0.09
N (2.45, -1.16, -0.32)  0.12
C (2.99, 0.03, -0.78)  -0.66
H (-4.08, 1.21, -0.20)  0.09
H (-3.88, 0.85, 1.53)  0.09
H (4.72, -0.66, -1.27)  0.02
H (-2.91, 2.13, 0.77)  0.09
N (-2.34, 0.22, 0.27)  -0.03
H (-2.24, -1.71, -0.73)  0.10
N (2.11, 1.08, -0.79)  0.11

Output
Kohn-Sham gap in eV: 8.877
Structure (SMILES): CN1CC1=O.N=C(N)N
E_HOMO in eV: -8.34
Charge: 0

---

Stability check: which of them is least stable? #A.

---

#A
CH8N2S | ωB97M-V/def2-TZVPD

Each line ends with the Löwdin charge.
Cartesian coordinates (Å):
H (-0.51, -0.29, -1.58)  0.05
C (0.72, 0.80, -0.26)  -0.38
N (-0.06, 0.63, -1.52)  -0.02
H (-1.76, 0.05, 1.16)  -0.25
S (-2.55, -0.70, 1.99)  0.47
H (-1.73, -1.78, 1.89)  -0.22
H (0.56, 0.69, -2.31)  0.04
H (1.57, 1.44, -0.53)  0.10
H (1.99, -0.81, -0.16)  0.06
N (1.22, -0.40, 0.35)  0.00
H (0.07, 1.42, 0.36)  0.08
H (0.48, -1.04, 0.60)  0.04

Output
Kohn-Sham gap in eV: 9.879
Structure (SMILES): NCN.S
E_HOMO in eV: -9.06
Charge: 0

---

#B
CH8N2S | ωB97M-V/def2-TZVPD

Each line ends with the Löwdin charge.
Cartesian coordinates (Å):
S (-2.23, 0.20, 0.01)  0.52
H (0.75, -1.69, 0.21)  0.05
H (0.03, -1.30, -1.14)  0.02
H (-3.02, -0.33, -0.96)  -0.19
N (0.90, -1.14, -0.63)  -0.04
C (1.02, 0.30, -0.26)  -0.43
H (-2.34, 1.54, 0.22)  -0.17
H (0.29, 0.74, -0.94)  0.06
H (0.06, 0.54, 1.51)  0.02
N (1.00, 0.63, 1.13)  0.00
H (1.58, -0.06, 1.61)  0.07
H (1.96, 0.57, -0.75)  0.09

Output
Kohn-Sham gap in eV: 9.576
Structure (SMILES): NCN.S
E_HOMO in eV: -9.05
Charge: 0

---

#C
CH8N2S | ωB97M-V/def2-TZVPD

Each line ends with the Löwdin charge.
Cartesian coordinates (Å):
H (-1.51, 0.63, -0.18)  0.05
N (-1.81, -2.01, -2.01)  -0.02
H (5.78, 2.92, 4.06)  -0.23
H (-1.16, -0.17, -2.70)  0.10
H (4.99, 1.48, 5.14)  -0.23
N (-2.11, 0.11, -0.80)  -0.02
H (-2.67, 0.79, -1.30)  0.05
H (-0.31, -0.78, -1.30)  0.10
S (4.60, 2.32, 4.18)  0.46
H (-2.82, -1.97, -2.13)  0.06
H (-1.68, -2.62, -1.21)  0.06
C (-1.30, -0.70, -1.74)  -0.38

Output
Kohn-Sham gap in eV: 10.468
Structure (SMILES): NCN.S
E_HOMO in eV: -9.46
Charge: 0

---

Stability check: which of them is least stable? #B.

---

#A
C3H12O2S2 | ωB97M-V/def2-TZVPD

Each line ends with the Löwdin charge.
Cartesian coordinates (Å):
S (0.15, 0.27, 1.66)  0.37
O (2.45, 1.04, -1.06)  -0.03
H (1.27, -1.74, 1.99)  0.02
H (-1.92, -1.35, -0.72)  0.02
H (-3.34, -0.40, -0.91)  0.07
H (3.31, 0.63, -0.98)  0.04
H (2.22, 1.66, -0.43)  -0.02
H (-0.31, 0.70, -1.40)  0.07
C (-2.30, -0.50, -1.20)  -0.20
C (-1.38, 0.70, -1.03)  -0.53
O (2.33, -1.83, -2.36)  -0.05
H (-0.41, -1.97, 2.01)  -0.04
H (-1.82, 1.50, -1.65)  0.07
H (-2.23, -0.92, -2.20)  0.07
H (0.32, -1.81, 0.41)  0.06
H (2.56, -1.61, -1.52)  -0.05
C (0.33, -1.56, 1.53)  -0.38
S (-1.35, 1.11, 0.80)  0.41
H (1.45, -2.30, -2.48)  0.08

Output
Kohn-Sham gap in eV: 8.629
Structure (SMILES): CCSSC.O.O
E_HOMO in eV: -8.12
Charge: 0

---

#B
C3H12O2S2 | ωB97M-V/def2-TZVPD

Each line ends with the Löwdin charge.
Cartesian coordinates (Å):
H (-1.40, 1.41, 3.07)  0.09
H (-1.44, -0.35, 3.00)  0.09
C (-0.89, 0.54, 2.69)  -0.30
C (-0.90, 0.65, 1.13)  -0.67
H (-0.91, 1.01, -1.64)  -0.22
O (1.97, -0.59, -4.41)  -0.07
H (-1.20, 1.69, 1.05)  0.05
S (-2.01, -0.32, 0.18)  0.45
S (-2.20, 0.99, -1.44)  0.34
H (5.64, -1.79, 1.34)  0.03
H (5.36, -2.76, 0.24)  0.03
H (1.40, -0.97, -5.09)  0.03
C (0.51, 0.51, 3.38)  -0.12
H (0.97, 1.49, 3.28)  0.07
H (0.45, 0.35, 4.47)  0.07
H (2.81, -1.03, -4.62)  0.03
O (5.85, -1.95, 0.41)  -0.06
H (0.14, 0.60, 0.75)  0.08
H (1.13, -0.30, 3.02)  0.06

Output
Kohn-Sham gap in eV: 9.122
Structure (SMILES): CCCSS.O.O
E_HOMO in eV: -8.61
Charge: 0

---

Stability check: which of them is least stable? #A.